Record 1
74
Properties=species:S:1:pos:R:3:lowdin_charge:R:1 method="wB97M-V/def2-TZVPD" spin_multiplicity=1 e_tot_ha=-4569.7452 charge=-1
Bi 0.36038 -1.69104 3.36776 0.153
Br -1.76784 -1.05403 1.93834 -0.280
Cl 1.68062 -3.01622 1.73938 -0.387
P -1.36661 1.83342 -1.08384 1.173
C -4.22520 1.43883 -1.24135 -0.216
C 3.78356 -0.40055 -0.33501 -0.197
C -0.53854 2.44834 1.62108 -0.219
C -3.91443 -0.58820 -3.41859 -0.218
C -1.79985 4.14349 3.05739 -0.206
C -1.62257 4.91296 -3.94235 -0.291
C 1.33871 0.93712 -1.57965 -0.340
C -0.44077 5.80251 -3.53214 -0.222
C -0.94082 3.20069 -2.24692 -0.378
C 0.67161 5.03447 -2.80843 -0.214
C -2.85480 0.82950 -1.58721 -0.366
C -5.36715 0.46312 -1.57533 -0.205
C -2.78587 0.39293 -3.05871 -0.253
C 2.10609 1.51315 -0.30656 -0.022
C -2.94414 4.12955 2.04162 -0.204
C -0.98610 2.84168 3.03639 -0.193
C 0.12620 4.15076 -1.67876 -0.203
C -0.04378 0.55963 -1.23189 -0.246
C -5.30596 -0.10336 -2.99596 -0.219
C 3.17407 0.82564 0.39005 -0.224
C -2.12337 4.00313 -2.80575 -0.246
C -2.46226 3.75319 0.63881 -0.217
C 2.70721 -1.15123 -1.10874 -0.232
C -1.72593 2.40121 0.64628 -0.378
C 2.08535 -0.27716 -2.18757 -0.185
H -3.70357 -1.55682 -2.94258 0.113
H -3.31866 3.74384 -0.05336 0.091
H -1.31768 4.27385 -4.78236 0.068
H 1.33574 1.74135 -2.34664 0.114
H -0.80677 6.60043 -2.87208 0.106
H 2.85981 0.10728 -2.86338 0.108
H -0.02578 6.28783 -4.42251 0.096
H -2.91461 3.33873 -3.18782 0.065
H 0.95466 3.59340 -1.21871 0.075
H 2.83741 0.50321 1.39579 0.100
H -3.43028 5.11014 1.99862 0.104
H -1.77176 4.52904 0.27533 0.095
H -2.86466 1.27715 -3.71048 0.073
H -0.08587 0.02766 -0.26183 0.070
H 1.40730 5.73221 -2.39279 0.104
H -0.48218 2.65131 -3.08996 0.105
H 3.97712 1.56361 0.57004 0.111
H 3.12670 -2.06549 -1.54592 0.111
H -3.89457 -0.75659 -4.50155 0.091
H -2.45499 5.53144 -4.29632 0.080
H 1.20148 4.39107 -3.52534 0.100
H 1.93678 -1.49881 -0.41657 0.041
H -0.31554 4.78436 -0.89314 0.103
H -1.59263 2.02993 3.46070 0.105
H 1.40518 -0.89704 -2.78782 0.102
H -5.64194 0.66626 -3.69977 0.089
H -0.02479 1.47706 1.65314 0.059
H 1.78238 2.48672 0.07234 0.065
H -6.01664 -0.93224 -3.08992 0.102
H -2.57018 4.61542 -2.00490 0.096
H -3.70671 3.40690 2.35966 0.115
H -0.43440 -0.17291 -1.96202 0.088
H -6.32517 0.97268 -1.42837 0.099
H -1.13145 4.98400 2.83296 0.109
H -4.28698 1.69444 -0.17192 0.100
H -4.37005 2.37584 -1.80526 0.089
H -2.72313 -0.06119 -0.94197 0.106
H -2.40564 1.61091 1.01755 0.067
H -1.82225 -0.07935 -3.29136 0.080
H -2.20158 4.31534 4.06130 0.105
H 0.18860 3.18866 1.25535 0.102
H -0.10119 2.94717 3.67582 0.111
H 4.29006 -1.05721 0.38344 0.103
H 4.54559 -0.05888 -1.04620 0.104
H -5.33773 -0.36670 -0.85667 0.114

***

Record 2
76
Properties=species:S:1:pos:R:3:lowdin_spin:R:1 method="wB97M-V/def2-TZVPD" spin_multiplicity=5 relative_energy_kcal_mol=78.92 s2=6.027 charge=+2
Co 1.80937 1.88923 -0.60230 2.698
Cl 4.32002 1.70213 -1.77223 0.037
Cl -5.62401 -0.67467 -4.10597 0.000
Cl -2.53726 -4.98965 -4.72353 0.000
Cl 1.24878 4.49769 0.11141 0.002
Cl -5.62998 1.26675 2.58163 0.155
S -8.14639 0.50681 1.18990 -0.003
P 3.02759 0.68172 0.92651 0.036
O 0.22547 5.18395 -0.57543 0.002
O -3.53504 -0.21906 -0.30098 0.022
O 2.27342 3.95823 -0.94582 0.067
O 1.89515 5.30992 1.05181 0.004
O 0.71171 3.29056 0.80788 0.032
N -1.77245 1.00681 -2.22924 0.007
N 0.27554 1.43770 -1.69010 0.041
C -4.62854 -0.91637 0.55468 0.020
C 2.84108 -1.11539 0.59313 0.010
C -2.51629 -2.29294 -1.97888 0.000
C -1.00615 1.46535 -1.27469 0.013
C 5.32560 1.64996 -0.20720 0.002
C -8.11969 -0.72769 0.05542 0.293
C 5.63120 0.87374 2.01895 0.003
C -4.15850 -2.98576 -4.15713 0.000
C -0.98522 0.58292 -3.31457 0.003
C 3.62911 -3.42849 0.66632 0.001
C -5.94047 -0.63798 0.55494 0.135
C 1.67621 -1.54154 0.05417 0.006
C -2.96388 -3.62584 -3.85070 0.000
C 1.97502 1.47742 5.34606 0.001
C 6.97565 1.26104 1.99542 0.000
C -6.43995 0.51485 1.26779 0.305
C 2.43256 -0.10674 3.58550 0.001
C 4.73947 1.16988 0.96505 0.009
C 2.50904 2.27213 3.14101 0.001
C 6.67859 1.93448 -0.33208 0.001
C 2.43571 -3.86788 0.06426 0.001
C -4.40367 -1.75176 -3.43642 0.000
C 2.63500 0.92172 2.69210 0.000
C -6.92404 -1.37687 -0.17200 0.051
C -3.21452 1.12053 -2.14636 0.002
C 2.19055 2.56105 4.43317 0.000
C 3.85246 -2.03245 0.86604 0.002
C 7.52726 1.78779 0.79363 0.001
C 0.29489 0.85934 -2.93186 0.012
C 2.02107 0.15437 4.93750 0.000
C -3.64355 -1.40668 -2.37795 0.000
C -2.14094 -3.33563 -2.78421 0.000
C -3.89946 -0.12137 -1.62591 0.002
C 1.49070 -2.89490 -0.19821 0.000
H 8.55429 2.00397 0.70910 0.000
H 0.88792 -0.80658 -0.18633 0.003
H 4.38788 -4.14784 0.92404 0.000
H -4.70245 -3.31900 -5.03176 0.000
H 7.53342 1.18609 2.93569 0.000
H 5.26444 0.60572 2.96962 0.000
H -3.47717 1.31903 -3.20355 0.000
H 0.51773 -3.16373 -0.58247 0.000
H 2.43078 -1.13077 3.25771 0.000
H 1.90115 -0.71514 5.54962 0.000
H -4.90303 0.18695 -1.96765 0.000
H 1.62356 1.76879 6.37164 0.000
H 2.07355 -4.90586 -0.03113 0.000
H 2.16749 3.55735 4.86482 0.000
H 6.98130 2.20543 -1.38961 0.000
H 2.55945 3.07002 2.37089 0.000
H 4.77772 -1.75242 1.39454 0.000
H -3.53563 1.93443 -1.49613 0.000
H -1.96518 -1.95512 -1.06919 0.000
H -6.77150 -2.35055 -0.66178 0.001
H -1.32252 1.97019 -0.36357 0.001
H -9.04057 -0.58695 -0.56710 0.008
H -1.42888 0.06344 -4.14434 0.000
H -4.58319 -1.91037 0.18531 0.000
H -4.23680 -0.84171 1.59294 0.010
H -1.28976 -3.94903 -2.55748 0.000
H 1.17785 0.37524 -3.39431 0.001

***

Record 3
18
Properties=species:S:1:pos:R:3:nbo_charge:R:1 method="wB97M-V/def2-TZVPD" spin_multiplicity=1 relative_energy_kcal_mol=66.14 smiles="N#CC[C@@]1(S)CC=CC=N1"
S -1.42589 -1.36744 1.28748 -0.040
N -0.90865 1.35926 0.68774 -0.388
N -4.52216 0.52859 0.07157 -0.306
C 0.27990 -0.52480 -0.66564 -0.516
C -2.24536 -0.11705 -0.92823 -0.554
C -3.44804 0.31148 -0.19521 0.300
C 1.42724 -0.12442 0.20863 -0.089
C 0.13138 1.63864 1.30804 0.057
C 1.35195 0.85902 1.10216 -0.292
C -1.06216 -0.15588 -0.04092 0.064
H -2.40992 -0.98405 -1.44511 0.254
H 0.45150 0.04470 -1.60496 0.233
H 2.34713 -0.57209 0.02215 0.208
H -0.46575 -0.61951 2.02977 0.157
H 0.34176 -1.64171 -0.76801 0.249
H -1.93160 0.69890 -1.51461 0.257
H 2.19554 1.13815 1.56724 0.208
H 0.24771 2.63383 1.70054 0.199

***

Record 4
31
Properties=species:S:1:pos:R:3:nbo_charge:R:1 method="wB97M-V/def2-TZVPD" spin_multiplicity=1 relative_energy_kcal_mol=0.00 smiles="CC(C)(C)[C@@H](N=C=O)C(=O)O.C=C(N)S"
S -0.03755 -2.90450 -0.92695 -0.064
O 0.39198 1.00572 -2.81750 -0.512
O -3.46487 0.85823 1.06215 -0.574
O -2.36312 -0.93591 0.40365 -0.667
N -0.74198 0.67916 -0.77603 -0.601
N 0.73556 -3.19362 -3.51203 -0.827
C -0.14586 1.43780 1.53506 0.017
C 0.56203 0.09337 1.88626 -0.646
C -2.49816 0.30626 0.65198 0.787
C -0.83679 2.14847 2.70666 -0.642
C -1.29671 1.17277 0.41103 -0.168
C 0.95663 2.27631 0.85501 -0.636
C -0.14902 0.84050 -1.81016 0.889
C 2.15145 -1.97469 -1.98218 -0.486
C 1.04179 -2.63417 -2.27840 0.011
H -0.25700 -0.48811 2.43397 0.214
H 0.78571 -3.97231 -0.68960 0.176
H -0.18867 -3.56377 -3.63996 0.389
H -1.97790 1.81603 2.72748 0.244
H 0.47099 2.94874 0.15794 0.217
H 1.48113 1.52605 0.22389 0.210
H -1.60340 -1.20955 -0.14946 0.521
H 0.83142 -0.59852 1.01922 0.226
H -0.83855 3.24628 2.49017 0.217
H -1.77431 2.16506 0.24271 0.226
H 1.53990 2.53894 1.80255 0.231
H -0.29966 1.95283 3.60664 0.218
H 0.95078 -2.55996 -4.31596 0.390
H 2.22387 -1.41960 -1.03005 0.219
H 1.44727 0.38187 2.49560 0.217
H 2.90302 -1.93967 -2.78371 0.206

***

Record 5
163
Properties=species:S:1:pos:R:3:lowdin_charge:R:1 method="wB97M-V/def2-TZVPD" spin_multiplicity=1 e_tot_ha=-5799.7524 charge=-1
Br 4.50960 4.62339 -0.79465 0.601
P 1.61352 0.61309 0.63144 0.664
P -0.83097 -2.56420 -0.58232 0.894
O 1.35600 1.49097 -3.21722 0.117
O -2.07149 0.39302 -0.08842 -0.131
O 1.06600 -1.05068 0.24577 -0.268
O -4.99161 0.15815 1.90716 -0.145
O 2.61940 -0.12638 1.88911 -0.263
O 0.53826 1.13388 -0.62677 -0.233
N -2.26663 -2.52811 -1.26878 -0.287
N 3.16703 0.65830 7.40616 -0.200
N -9.03765 4.74317 0.79692 -0.202
N 0.67856 -9.15653 -2.48126 -0.201
N 5.78688 3.17685 -5.26532 -0.195
N -0.54091 0.24500 -4.09524 0.185
C 0.69304 -2.54994 -3.24939 -0.261
C 2.09452 2.45786 0.99280 -0.232
C 4.56674 1.13196 -4.56129 -0.074
C -7.73128 4.15612 0.54979 -0.246
C 2.93716 3.53869 -1.24750 -0.605
C -0.60925 -0.33653 2.48333 -0.233
C 0.02692 -1.24890 3.54438 -0.207
C -0.08736 0.16527 -1.47032 -0.289
C 0.89411 1.65621 6.77340 -0.078
C -6.60328 4.46679 1.54009 -0.074
C 4.49454 0.83530 -0.12220 -0.150
C 4.48751 2.59294 -4.97759 -0.262
C -11.13605 4.62974 2.11463 -0.094
C 5.97553 2.26283 -7.65160 -0.086
C -6.25207 0.30003 1.29515 -0.294
C -3.47419 0.24534 -0.00809 -0.183
C 0.28566 0.81439 2.00166 -0.223
C 3.95571 0.66385 6.18260 -0.242
C -0.09454 -7.32723 -1.00112 -0.092
C 0.68871 -2.46039 3.07925 -0.160
C -1.59164 0.42674 -1.40783 -0.193
C -6.95610 -1.05166 1.24489 -0.068
C -8.61003 7.13184 1.61724 -0.084
C 5.76005 4.62202 -5.38334 -0.249
C 0.95896 -4.05371 -3.43957 -0.118
C 2.93102 1.49374 9.72696 -0.097
C 0.26980 -8.79684 -1.13388 -0.274
C 1.80701 -11.38409 -1.90988 -0.089
C -9.15306 6.16957 0.55157 -0.250
C 0.43973 -1.23444 -0.98582 -0.502
C 1.36879 -1.94163 -2.00270 -0.178
C 4.94900 5.23532 -6.53369 -0.089
C 1.73956 0.45877 7.22580 -0.246
C 3.54197 1.69365 8.34766 -0.282
C 3.09064 -8.31668 -2.27874 -0.080
C -3.95656 0.90235 1.28039 -0.164
C 3.84071 1.87287 5.24669 -0.079
C 1.92981 3.50912 -0.11186 -0.319
C 3.11857 0.30042 -0.52079 -0.263
C -9.66257 4.26348 2.01556 -0.276
C 1.75965 -8.36180 -3.04091 -0.243
C 1.27372 -3.43299 2.69459 0.089
C 0.75941 -10.58758 -2.69879 -0.256
C 6.57906 2.47182 -6.25458 -0.251
B 0.27406 0.66028 -2.95656 -0.550
H 2.89833 1.87996 4.69943 0.048
H 1.78847 -11.13908 -0.84750 0.065
H -6.17206 0.69476 0.28005 0.111
H -11.67678 4.29572 1.22808 0.078
H -7.41108 4.44271 -0.45567 0.113
H 0.09035 -4.64412 -3.14215 0.050
H -0.17168 -3.75532 -0.94668 0.011
H 6.79184 4.98066 -5.44505 0.110
H 5.37087 5.01667 -4.43976 0.103
H -3.13354 0.97974 1.98397 0.110
H 1.32199 0.08429 8.16460 0.099
H 1.03209 -9.04027 -0.37602 0.101
H 4.87318 0.33180 0.76486 0.063
H 1.60704 -0.36082 6.51578 0.107
H -1.07919 -0.89139 1.68923 0.053
H -11.28652 5.70424 2.22630 0.062
H 6.54117 1.49512 -8.18432 0.068
H 2.51974 4.08202 -2.09300 0.040
H 1.81081 -4.28173 2.35829 0.010
H 5.25000 1.00900 -3.71914 0.081
H 2.91683 0.58661 -1.55386 0.049
H -0.22787 -11.00338 -2.47237 0.107
H -0.16345 1.43517 6.93276 0.072
H 5.44214 5.11063 -7.49759 0.051
H -0.92382 -2.63021 0.80689 0.002
H -0.50093 -7.12942 -0.00873 0.076
H -7.54532 -1.23569 2.13991 0.066
H -4.32610 1.91092 1.06609 0.106
H 1.01916 1.86652 5.71221 0.051
H -0.39356 1.61638 1.71255 0.075
H -6.91548 4.33318 2.57632 0.070
H 1.93632 -8.71347 -4.06082 0.113
H 1.39889 -7.33684 -3.15332 0.092
H -8.67205 6.38090 -0.40663 0.113
H 4.04226 3.15112 -4.14832 0.106
H 4.83337 6.30881 -6.36772 0.067
H 3.26366 2.57461 -1.60719 0.024
H 3.94931 4.80487 -6.60029 0.064
H -5.76505 3.79031 1.36393 0.054
H -0.77206 -1.56950 4.21931 0.108
H 1.60217 -12.45287 -2.00393 0.066
H 3.29038 2.70776 7.99503 0.101
H 1.79317 -4.39333 -2.82852 0.062
H -2.43535 -3.33202 -1.86009 -0.052
H -7.86608 3.07053 0.51200 0.099
H -9.15006 4.61267 2.92647 0.102
H 7.53596 2.99291 -6.34799 0.112
H 4.64040 1.83608 4.50430 0.073
H 1.11865 2.56640 7.33274 0.064
H -1.48247 0.62128 -4.06717 0.077
H -10.21017 6.39934 0.39485 0.098
H 0.83924 1.10195 2.89744 0.056
H 2.94132 -8.16065 -1.20954 0.067
H -6.21077 -1.83480 1.13933 0.078
H 3.33688 2.23194 10.42084 0.068
H 2.18927 -1.28167 -2.26980 0.098
H -11.57699 4.14702 2.98783 0.071
H 2.81641 -11.21508 -2.28313 0.053
H 2.03065 4.49056 0.36372 0.077
H 4.54742 1.90513 0.04785 0.003
H -8.91028 6.83524 2.62327 0.065
H 3.67660 -9.22566 -2.41156 0.052
H -1.77144 1.43420 -1.82472 0.136
H -1.43920 0.15389 3.00502 0.090
H 0.91293 -10.75866 -3.76829 0.109
H 1.12888 2.41886 -3.11115 0.101
H 0.91575 3.51204 -0.50591 0.099
H -6.88546 0.99583 1.85961 0.107
H 0.71508 -0.66484 4.15541 0.092
H 1.84755 1.61674 9.71705 0.062
H 4.93950 1.92587 -7.59777 0.065
H 3.93482 2.81838 5.78364 0.066
H 3.78863 2.68582 -5.82583 0.102
H 5.20867 0.62518 -0.92514 0.061
H 5.00448 0.55324 6.47792 0.107
H 1.10690 -2.04917 -4.12309 0.093
H 3.58109 0.79238 -4.25130 0.054
H -9.57554 3.17371 2.01524 0.117
H 6.00820 3.16752 -8.25778 0.050
H -0.60875 -9.40092 -0.89005 0.116
H 4.63120 1.66487 8.44330 0.115
H 3.23665 -0.77951 -0.53158 0.070
H -3.95328 0.71451 -0.87510 0.121
H -0.84636 -7.04595 -1.73981 0.080
H 3.02005 0.57156 2.41545 0.013
H -0.37019 -2.33488 -3.29047 0.081
H 1.14625 -4.29165 -4.48405 0.063
H -0.11518 0.59308 -4.94948 0.075
H 0.77259 -6.67826 -1.12934 0.058
H 6.82849 1.49007 -5.84521 0.100
H 3.69409 -7.48494 -2.64692 0.072
H -3.74084 -0.81256 -0.02888 0.108
H -7.62833 -1.10626 0.38942 0.068
H 3.16162 0.49853 10.10981 0.077
H 1.44377 2.81265 1.79193 0.064
H -2.11933 -0.28568 -2.03768 0.097
H -7.52396 7.20412 1.59525 0.054
H 3.71038 -0.24069 5.62046 0.115
H -6.22658 5.48185 1.41890 0.057
H 4.90101 0.48765 -5.37761 0.065
H 3.09713 2.54746 1.41660 0.069
H 1.82673 -2.75357 -1.43416 0.103
H -9.00538 8.13444 1.44097 0.069